1:
The following is a quantum chemistry calculation of 2 unconnected molecules or ions with the total composition C2H8N3P, from the OMol25 dataset.

Each line ends with the Mulliken charge.
Positions of all 14 atoms, in Å:
C1 1.241 0.397 1.329  -1.07
C2 0.178 1.528 1.265  -0.17
N1 -0.469 -0.317 -1.316  -0.23
N2 -0.839 -2.075 -3.035  -0.51
N3 -1.007 0.968 0.701  -0.47
P1 -1.613 -1.083 -1.891  0.13
H1 1.559 0.317 0.263  0.28
H2 2.172 0.808 1.891  0.30
H3 0.925 -0.521 1.696  0.34
H4 0.006 1.660 2.308  0.30
H5 0.538 2.330 0.607  0.28
H6 0.220 -1.810 -2.960  0.31
H7 -1.281 -2.231 -3.926  0.26
H8 -1.472 1.687 0.066  0.26

The HOMO energy (spin up / spin down) comes out at -9.4 / -8.9 eV. As for the spin multiplicity: 1. The calculation puts the LUMO energy (spin up / spin down) at 0.31 / -1.01 eV.

2:
The following is a quantum chemistry calculation of C2H8N3P in the gas phase, from the OMol25 dataset.

Each line ends with the Mulliken charge.
Positions of all 14 atoms, in Å:
C1 0.712 -0.729 1.484  -1.16
C2 -0.587 -0.297 0.859  -0.40
N1 1.911 1.282 -1.938  -0.56
N2 -0.587 -0.236 -1.987  -0.56
N3 -0.652 1.080 0.204  -0.59
P1 0.588 0.873 -1.322  0.58
H1 1.152 0.127 1.989  0.31
H2 0.505 -1.509 2.108  0.39
H3 1.482 -0.909 0.760  0.34
H4 -0.911 -0.921 -0.055  0.40
H5 -1.388 -0.249 1.586  0.41
H6 -0.364 -0.257 -2.957  0.30
H7 -1.442 -0.079 -1.608  0.27
H8 -0.420 1.824 0.876  0.28

The HOMO energy comes out at -9.3 eV. As for the spin multiplicity: 1. The calculation puts the LUMO energy at 0.01 eV.

Short version: 2 is the most stable of them.

1:
The following is a quantum chemistry calculation of 3 unconnected molecules or ions with the total composition C4H12N4, from the OMol25 dataset.

Each line ends with the Mulliken charge.
Positions of all 20 atoms, in Å:
C1 1.960 0.929 0.477  0.21
N1 2.014 1.859 1.365  -0.87
N2 1.437 1.142 -0.746  -0.39
C2 -1.523 1.313 1.142  -0.31
N3 -0.520 0.787 1.673  -0.45
H1 2.176 -0.126 0.682  0.39
H2 1.128 2.088 -0.916  0.26
H3 2.604 1.631 2.158  0.23
H4 0.263 1.420 2.202  0.30
H5 0.851 0.419 -1.162  0.26
H6 -1.885 2.329 1.352  0.27
H7 -2.085 0.708 0.428  0.20
C3 -0.864 -2.103 -0.170  -0.83
C4 -0.874 -1.808 -1.625  0.05
N4 -0.420 -0.723 -2.079  -0.53
H8 -0.466 -0.631 -3.092  0.16
H9 -1.234 -2.626 -2.265  0.36
H10 -1.871 -2.354 0.163  0.30
H11 -0.244 -2.982 0.015  0.33
H12 -0.449 -1.272 0.398  0.08

The HOMO energy comes out at -8.7 eV. As for the spin multiplicity: 1. The calculation puts the LUMO energy at 0.92 eV.

2:
The following is a quantum chemistry calculation of a molecular structure, C4H12N4, from the OMol25 dataset.

Each line ends with the Mulliken charge.
Positions of all 20 atoms, in Å:
C1 -0.669 -1.253 0.536  0.07
C2 -0.552 2.093 -0.749  -0.91
N1 -0.316 0.663 -0.686  -0.02
N2 -0.980 0.101 0.415  -0.35
N3 -0.705 -1.730 1.852  -0.51
N4 -1.260 -2.096 -0.425  -0.59
C3 1.187 0.203 -0.653  -0.16
C4 2.141 1.035 -0.106  -0.84
H1 -0.804 0.594 1.298  0.29
H2 0.801 -0.894 0.010  0.26
H3 -0.586 -2.678 -0.906  0.23
H4 -1.338 -2.503 1.993  0.30
H5 0.198 -1.910 2.267  0.22
H6 -1.780 -1.570 -1.118  0.29
H7 1.439 -0.205 -1.632  0.24
H8 -1.614 2.268 -0.927  0.27
H9 -0.262 2.622 0.171  0.34
H10 0.030 2.495 -1.574  0.35
H11 1.978 1.560 0.827  0.25
H12 3.089 1.204 -0.594  0.26

The HOMO energy (spin up / spin down) comes out at -6.9 / -6.9 eV. As for the spin multiplicity: 1. The calculation puts the LUMO energy (spin up / spin down) at 0.61 / 0.61 eV.

3:
The following is a quantum chemistry calculation of 2 unconnected molecules or ions with the total composition C4H12N4, from the OMol25 dataset.

Each line ends with the Mulliken charge.
Positions of all 20 atoms, in Å:
C1 -1.293 -0.711 0.312  0.83
C2 1.130 1.221 0.312  -0.45
C3 0.509 2.133 -0.721  -1.08
N1 -1.920 0.327 0.852  -0.83
N2 -1.549 -0.974 -1.052  -0.61
N3 -1.052 -1.885 1.065  -0.46
C4 1.802 -1.172 -0.204  -0.34
N4 0.842 -0.371 -0.041  -0.18
H1 -1.918 0.281 1.869  0.18
H2 -2.415 -0.553 -1.360  0.30
H3 -0.782 -0.636 -1.618  0.24
H4 -1.419 -1.858 2.003  0.20
H5 -0.467 -2.521 0.539  0.15
H6 0.817 1.441 1.329  0.28
H7 2.223 1.260 0.249  0.38
H8 2.837 -0.851 -0.334  0.23
H9 1.587 -2.233 -0.262  0.21
H10 0.749 1.815 -1.735  0.28
H11 0.891 3.145 -0.574  0.36
H12 -0.573 2.142 -0.629  0.29

The HOMO energy comes out at -8.5 eV. As for the spin multiplicity: 1. The calculation puts the LUMO energy at 0.88 eV.

Short version: 1 is the most stable of them.

1:
The following is a quantum chemistry calculation of a molecular structure, C4H12N4, from the OMol25 dataset.

Each line ends with the Mulliken charge.
Positions of all 20 atoms, in Å:
C1 -1.837 0.627 -0.173  -1.58
C2 0.864 1.211 -0.515  0.23
C3 -0.579 -0.057 -0.631  1.08
N1 0.952 2.187 0.462  -0.41
N2 1.851 1.054 -1.307  -0.84
N3 -0.462 -0.756 -1.682  -0.85
H1 1.720 2.838 0.349  0.30
H2 0.093 2.544 0.842  0.20
H3 1.669 0.303 -1.972  0.32
H4 -1.257 -0.697 -2.313  0.20
H5 -2.708 -0.008 -0.362  0.42
H6 -1.744 0.797 0.900  0.37
H7 -1.996 1.574 -0.686  0.36
C4 0.752 -2.142 0.792  -0.85
N4 -0.078 -0.961 1.085  -0.45
H8 -0.694 -1.138 1.878  0.26
H9 0.556 -0.151 1.260  0.31
H10 1.354 -2.441 1.653  0.33
H11 1.436 -1.849 -0.002  0.28
H12 0.107 -2.936 0.423  0.33

The HOMO energy comes out at -7.9 eV. As for the spin multiplicity: 1. The calculation puts the LUMO energy at 0.77 eV.

2:
The following is a quantum chemistry calculation of C4H12N4 in the gas phase, from the OMol25 dataset.

Each line ends with the Mulliken charge.
Positions of all 20 atoms, in Å:
C1 0.863 0.430 0.245  -0.56
C2 0.587 1.421 1.387  -0.74
C3 -1.169 0.689 -1.148  -0.97
N1 -0.354 -0.190 -0.302  -0.06
C4 -0.210 -1.844 -0.794  0.25
N2 0.432 -1.911 -2.013  -0.46
N3 -0.060 0.861 2.563  -0.58
N4 -0.830 -2.483 0.032  -0.77
H1 1.127 -1.189 -2.154  0.22
H2 0.772 -2.839 -2.223  0.29
H3 -0.940 -0.896 0.444  0.49
H4 0.483 0.099 2.952  0.26
H5 -0.978 0.492 2.342  0.26
H6 1.411 0.928 -0.565  0.33
H7 1.487 -0.383 0.627  0.33
H8 1.543 1.853 1.693  0.37
H9 -0.022 2.254 1.025  0.34
H10 -2.055 0.140 -1.463  0.37
H11 -1.482 1.587 -0.611  0.32
H12 -0.604 0.981 -2.036  0.31

The HOMO energy comes out at -8.0 eV. As for the spin multiplicity: 1. The calculation puts the LUMO energy at 0.67 eV.

Short version: 2 is the most stable of them.

1:
The following is a quantum chemistry calculation of 2 unconnected molecules or ions with the total composition C4H12N4, from the OMol25 dataset.

Each line ends with the Mulliken charge.
Positions of all 20 atoms, in Å:
C1 0.427 -1.556 -0.598  -1.16
N1 -0.115 -0.618 0.388  0.50
N2 0.376 -0.662 1.717  -0.82
C2 -1.389 -0.019 0.208  -0.28
C3 -2.426 -0.620 -0.438  -0.77
H1 1.357 -0.945 1.703  0.25
H2 -0.134 -1.378 2.238  0.23
H3 -1.660 0.562 1.091  0.39
H4 -0.081 -2.522 -0.533  0.39
H5 0.279 -1.162 -1.607  0.33
H6 1.501 -1.695 -0.444  0.33
H7 -2.273 -1.321 -1.250  0.25
H8 -3.448 -0.352 -0.193  0.26
N3 1.201 2.134 0.673  -0.54
C4 0.868 1.734 -0.573  0.46
N4 1.676 1.726 -1.555  -0.81
H9 0.791 1.568 1.414  0.29
H10 2.183 2.347 0.791  0.27
H11 1.234 1.387 -2.411  0.24
H12 -0.367 1.391 -0.620  0.21

The HOMO energy comes out at -8.0 eV. As for the spin multiplicity: 1. The calculation puts the LUMO energy at 0.79 eV.

2:
The following is a quantum chemistry calculation of 2 unconnected molecules or ions with the total composition C4H12N4, from the OMol25 dataset.

Each line ends with the Mulliken charge.
Positions of all 20 atoms, in Å:
C1 0.739 -1.167 2.113  -0.87
N1 -0.030 1.451 2.201  -0.50
C2 -0.900 0.482 1.752  0.10
N2 -0.595 -0.777 1.703  -0.48
H1 1.604 -0.763 1.526  0.20
H2 0.952 -2.241 2.042  0.28
H3 0.946 -1.010 3.226  0.35
H4 0.992 1.276 2.100  0.24
H5 -0.313 2.362 1.904  0.26
H6 -1.927 0.687 1.437  0.40
C3 1.211 -0.090 -1.733  -0.93
N3 -1.411 -0.451 -2.593  -0.52
C4 -0.940 0.717 -1.975  0.14
N4 0.244 0.963 -1.513  -0.43
H7 2.250 0.290 -1.472  0.25
H8 1.230 -0.443 -2.798  0.40
H9 0.981 -0.954 -1.075  0.27
H10 -0.913 -1.280 -2.330  0.23
H11 -2.433 -0.591 -2.567  0.26
H12 -1.686 1.537 -1.948  0.36

The HOMO energy comes out at -9.0 eV. As for the spin multiplicity: 1. The calculation puts the LUMO energy at 0.94 eV.

Short version: 2 is the most stable of them.